[1]
# C4H5NO2

A cluster of 2 separate species, C4H5NO2 in total (ωB97M-V/def2-TZVPD, the Open Molecules 2025 dataset).

The value obtained for the total energy is -360.45255 a.u. Its charge is 0. For the gap between HOMO and LUMO (spin up / spin down), the calculation gives 0.29878 / 0.29872 hartree.

Each line ends with the Mulliken charge.
Cartesian coordinates (Å):
C 0.70 -0.98 0.16  -0.87
C 2.08 -0.53 0.15  0.30
C -1.40 -0.35 0.02  0.47
C -1.72 1.15 -0.33  -0.75
N 2.97 0.22 0.17  0.50
O -2.10 -1.28 0.17  -0.39
O 4.02 0.81 0.27  -0.65
H 0.41 -1.47 1.14  0.27
H 0.40 -1.65 -0.69  0.30
H -2.42 0.99 -1.08  0.32
H -2.17 1.38 0.68  0.27
H -0.78 1.72 -0.66  0.22


[2]
# C4H5NO2

An isolated molecule of C4H5NO2 (ωB97M-V/def2-TZVPD, the Open Molecules 2025 dataset).

The value obtained for the total energy is -360.61640 a.u. Its charge is 0. For the gap between HOMO and LUMO, the calculation gives 0.39756 hartree. Its structure (SMILES) is O=C[C@H]1CN=CO1.

Each line ends with the Mulliken charge.
Cartesian coordinates (Å):
O 0.14 0.53 2.62  -0.46
C 0.03 1.05 1.54  -0.16
C 0.32 0.32 0.25  0.35
C -0.04 -1.14 0.06  -0.48
N -0.07 -1.23 -1.41  -0.48
C -0.31 -0.04 -1.79  0.06
O -0.34 0.95 -0.86  -0.38
H -0.25 2.12 1.42  0.34
H 1.40 0.37 0.02  0.21
H 0.68 -1.81 0.53  0.32
H -1.05 -1.40 0.43  0.29
H -0.50 0.28 -2.81  0.38